1.
{"formula": "C6H13NO2", "method": "ωB97M-V/def2-TZVPD", "species": ["H", "C", "H", "H", "C", "C", "H", "H", "C", "O", "H", "C", "N", "H", "H", "H", "O", "H", "H", "C", "H", "H"], "coordinates": [[2.695836, -1.967373, 0.884514], [-1.706981, 0.077873, 1.179602], [-1.477873, 1.094939, 1.595023], [-2.300720, 0.613108, -0.987883], [0.968417, 0.642535, 0.327817], [1.742551, -0.642327, 0.056033], [-2.196319, -1.619607, -1.504547], [-0.573665, 1.915294, -0.244376], [-1.259322, -1.385358, -1.013810], [1.921649, -1.476117, 1.114626], [-2.759637, -0.075674, 1.400580], [-1.463407, 0.065417, -0.387414], [1.796944, 1.771073, -0.248457], [0.633758, 0.653131, 1.416429], [-1.063523, -0.635591, 1.753803], [-1.030815, -2.070652, -0.200851], [2.310157, -0.741332, -1.047101], [1.990233, 2.409994, 0.461443], [2.595362, 1.260947, -0.518630], [-0.259560, 0.875910, -0.565936], [0.002591, 0.800040, -1.676522], [-0.565667, -1.566232, -1.794334]], "forces_ev_per_a": [[0.888, -1.148, -0.244], [-0.412, 0.295, -0.446], [-0.174, -0.733, -0.488], [1.153, -1.070, 1.353], [-1.224, 0.230, -0.382], [1.106, 1.048, -2.193], [-0.405, -0.618, 0.351], [0.652, -0.749, -0.920], [-1.771, 0.946, 1.477], [-0.897, 1.313, -0.754], [-0.047, -0.408, 0.233], [-0.958, -1.083, 0.147], [-0.948, -1.740, 0.603], [0.975, 0.489, -1.343], [-0.655, 0.328, -0.696], [-0.209, -0.338, -0.086], [-1.029, -0.890, 2.879], [0.758, 1.263, 1.334], [1.646, 0.321, -0.631], [0.058, 1.173, -1.203], [0.235, 0.673, 1.603], [1.257, 0.697, -0.597]], "de_lowest_ev": 1.8983, "smiles": "CC(C)C[C@H](N)C(=O)O", "spin_multiplicity": 1, "total_energy_ev": -12016.827, "homo_energy_ev": -9.61}



2.
{"formula": "C4H10NOS", "method": "ωB97M-V/def2-TZVPD", "species": ["H", "H", "C", "H", "H", "H", "C", "H", "O", "S", "H", "H", "N", "H", "C", "C", "H"], "coordinates": [[0.454712, 1.098211, -1.670998], [2.605735, 0.849253, 0.598536], [0.016341, -0.884967, 0.442349], [2.695251, 0.115229, -1.026470], [1.827038, -1.138886, 1.412168], [1.804873, -2.002820, -0.097702], [0.831981, 1.048766, -0.597669], [-1.174813, 0.710360, -0.305793], [-0.735632, -1.831556, 0.653899], [-3.200727, -0.089539, -0.614425], [0.896747, 2.122039, -0.362101], [-3.105541, -0.330662, -1.902636], [-0.300922, 0.317514, -0.045304], [-1.806809, -1.855271, 0.719514], [1.477867, -1.081595, 0.314033], [2.105235, 0.320278, -0.183216], [-4.072061, 0.844942, -1.029546]], "forces_ev_per_a": [[1.692, -0.286, 0.604], [0.399, 0.072, 0.342], [1.191, 4.573, -3.819], [1.179, 0.046, -0.889], [-0.391, -0.326, -1.368], [-0.023, -0.679, -0.820], [-0.746, 1.354, -1.861], [-1.330, -0.343, 0.398], [-5.249, -4.056, 1.871], [-1.098, 0.477, -0.193], [-0.466, -0.432, 0.636], [0.506, -0.690, -0.736], [1.948, -0.684, 1.865], [3.548, 0.949, -0.381], [1.835, 2.065, 3.904], [-2.787, -2.176, -0.266], [-0.209, 0.137, 0.713]], "de_lowest_ev": 1.8981, "total_charge": 1, "spin_multiplicity": 1, "total_energy_ev": -18675.208, "homo_energy_ev": -14.30}



3.
{"formula": "C21H25N2O5P", "method": "ωB97M-V/def2-TZVPD", "species": ["C", "H", "N", "C", "C", "H", "H", "H", "C", "C", "O", "C", "H", "C", "C", "H", "H", "H", "H", "C", "H", "H", "H", "P", "C", "C", "H", "C", "C", "N", "H", "C", "H", "H", "C", "O", "C", "H", "O", "C", "H", "C", "O", "H", "H", "H", "C", "H", "H", "C", "H", "C", "O", "H"], "coordinates": [[-2.677249, 1.129860, -2.706753], [2.855374, -0.028475, -5.094619], [-1.513378, 0.265231, -2.593657], [0.669499, 0.153422, 3.299840], [-0.895702, 0.193054, -1.386074], [1.236818, -2.982338, 2.229214], [1.711531, -1.061415, 4.698037], [-2.552222, 2.009448, -2.076674], [-1.298300, 2.874142, 1.662666], [2.612984, -0.046477, -2.959194], [-1.273391, 1.073477, -0.431959], [2.882314, -0.747744, -4.280267], [2.914199, -2.806834, 2.773613], [1.040203, 0.772702, 5.595148], [-0.440405, 0.854647, 0.633824], [-2.749955, 1.438943, -3.753413], [2.127762, -1.511809, -4.443140], [0.780543, -0.539110, 2.483654], [1.458909, 0.534490, 6.561979], [0.160272, -0.543931, -0.877180], [-3.880677, 0.071531, -1.253450], [2.397787, -1.200000, 0.921266], [-2.877407, -2.018100, -1.983580], [1.285372, -1.790249, -1.538975], [-0.585565, 1.697500, 1.799332], [-2.973365, -1.644632, -3.014789], [3.858390, -1.224684, -4.254426], [2.593140, -2.255714, 0.725929], [-1.457951, 3.754650, 2.734443], [0.409408, -0.092635, 0.390566], [-1.728008, 3.124423, 0.704291], [-0.022035, 1.357617, 3.064697], [-3.165743, -2.483566, -3.683383], [-2.013357, 4.669229, 2.587922], [0.363259, 1.943663, 5.403779], [0.753640, -2.589942, -2.645844], [1.186992, -0.131669, 4.533772], [2.452166, -4.155337, 1.721032], [-4.094536, -0.791134, -3.118415], [2.278468, -3.106059, 1.944730], [-4.834838, 0.963040, -2.474810], [-0.907931, 3.462787, 3.952078], [1.772339, -2.705425, -0.356285], [-1.742314, -0.598324, -4.451441], [-1.018832, 4.142851, 4.784315], [0.234083, 2.644391, 6.216422], [-0.189767, 2.264925, 4.145843], [1.642167, 0.464358, -2.994934], [3.392542, 0.691795, -2.741728], [-3.942032, 0.356045, -2.315989], [3.639532, -2.376316, 0.430197], [-1.679290, -0.926113, -3.410252], [2.634503, -0.956976, -1.871505], [-0.829949, -1.593213, -3.285850]], "forces_ev_per_a": [[-0.431, 0.078, 0.109], [0.020, 0.079, -0.105], [-0.125, 0.451, 0.229], [0.195, -0.295, 0.176], [0.663, -0.533, -0.226], [-0.114, 0.017, 0.072], [0.031, -0.096, -0.025], [-0.049, -0.002, -0.123], [0.224, -0.447, -0.146], [0.087, 0.403, -0.533], [-0.144, 0.013, -0.111], [-0.055, 0.019, 0.316], [0.075, 0.017, 0.112], [-0.064, 0.238, 0.158], [0.771, -0.891, -0.283], [-0.022, 0.032, 0.085], [-0.044, -0.063, -0.100], [0.051, -0.079, 0.042], [0.016, 0.014, 0.083], [-0.121, -0.584, -0.950], [-0.026, 0.036, -0.065], [0.095, -0.141, -0.002], [-0.014, -0.004, -0.060], [0.464, 0.465, -0.079], [-0.450, 0.700, 0.115], [0.356, -0.017, -0.124], [0.107, -0.038, -0.050], [0.413, 0.084, 0.534], [0.034, 0.148, 0.391], [-0.367, 0.872, 0.925], [-0.016, 0.004, -0.055], [-0.102, 0.208, 0.109], [0.071, -0.018, 0.069], [-0.031, 0.070, 0.020], [0.103, -0.130, 0.128], [-0.116, 0.072, -0.145], [-0.049, -0.042, -0.243], [0.026, -0.105, 0.032], [-0.134, 0.002, -0.085], [0.003, 0.186, -0.408], [0.060, 0.015, 0.077], [-0.141, 0.129, -0.206], [-0.348, 0.156, -0.130], [0.025, -0.051, 0.029], [-0.018, 0.065, 0.074], [-0.005, 0.055, 0.079], [0.045, -0.157, -0.225], [0.087, 0.073, 0.051], [-0.218, -0.050, -0.033], [0.121, 0.302, -0.004], [-0.109, 0.026, -0.022], [-0.239, -0.493, -0.020], [-0.562, -0.809, 0.645], [-0.028, 0.015, -0.102]], "de_lowest_ev": 0.0047, "smiles": "CCOP(=O)(OCC)c1nc(-c2cccc3ccccc23)oc1N1CCOCC1", "spin_multiplicity": 1, "total_energy_ev": -44691.477, "homo_energy_ev": -7.58}



4.
{"formula": "C4H4ClN2O4", "method": "ωB97M-V/def2-TZVPD", "species": ["C", "C", "H", "O", "H", "O", "H", "O", "C", "N", "Cl", "C", "H", "N", "O"], "coordinates": [[1.595198, 0.830345, -0.852521], [-0.094516, -0.935352, -0.352556], [0.109972, -2.225494, 1.172884], [0.661067, 1.348799, -1.688157], [-0.152594, 0.699081, -1.754134], [2.684674, 1.292188, -0.793056], [-0.941105, 2.235823, -0.210539], [-0.914523, -0.547071, -1.244772], [1.120886, -0.361797, -0.095399], [-0.357509, -2.088795, 0.322142], [2.245836, -1.017615, 1.062808], [-1.555526, 1.011902, 1.313231], [-1.415669, -2.357474, 0.336336], [-1.108766, 1.941260, 0.736670], [-1.877428, 0.174206, 2.047057]], "forces_ev_per_a": [[-2.459, -2.294, 0.321], [0.237, -0.583, -0.451], [0.564, -0.147, 1.134], [-0.840, -0.033, -0.474], [1.069, 0.225, 0.540], [2.180, 1.226, 0.245], [0.133, -0.460, 0.057], [-0.481, 0.238, 0.032], [1.171, 2.274, -0.889], [-4.270, -1.790, -0.661], [-0.003, -0.093, 0.093], [0.603, -0.102, 0.014], [2.861, 0.834, -0.035], [0.036, 1.697, -0.621], [-0.799, -0.993, 0.697]], "de_lowest_ev": 0.0000, "total_charge": -1, "spin_multiplicity": 1, "total_energy_ev": -27908.163, "homo_energy_ev": -3.70}



no.,LUMO (eV)
1,0.7
2,-3.3
3,0.0
4,3.5